Molecular formula: C2H9N4
Method: DFT, ωB97M-V/def2-TZVPD

Geometry (Å):
C (-0.5931, -0.8410, -0.9950)
C (0.2719, -0.2022, -0.0317)
N (-1.0619, -0.3972, 0.3768)
N (1.3224, 1.4027, -0.2612)
N (-2.0469, 0.5500, 0.8158)
N (1.2782, -0.8557, 0.7498)
H (-0.8662, -0.4417, -1.9439)
H (-0.6176, -1.9234, -1.0135)
H (0.9836, 2.3725, -0.0331)
H (1.8348, 1.1971, -1.1124)
H (-2.7082, 0.1073, 1.4773)
H (-2.5921, 1.2797, 0.2704)
H (2.1847, -0.2958, 0.7031)
H (1.3740, -1.8202, 0.3264)
H (1.0438, -0.9701, 1.7301)

## Properties
Charge   +1
2S+1   1
LUMO energy   -3.698 eV
Relative energy (zero: lowest compared OMol25 entry of this formula, charge and spin)   6.172 eV
Gap between HOMO and LUMO   9.80 eV


Molecular formula: C27H50OP2Re
Method: DFT, ωB97M-V/def2-TZVPD

Geometry (Å):
Re (0.0164, 0.3202, 0.0136)
C (-1.7626, 0.1637, 1.1384)
C (-2.0525, 0.1097, -0.2750)
C (-0.6661, -1.6874, 0.2505)
C (-0.9142, -0.9560, 1.4596)
C (-1.3849, -1.0455, -0.8155)
C (-2.3700, 1.0901, 2.1416)
H (-2.9303, 1.8937, 1.6535)
H (-1.6087, 1.5342, 2.7992)
H (-3.0707, 0.5414, 2.7909)
C (-0.4693, -1.3280, 2.8319)
H (-0.4355, -0.4508, 3.4844)
H (0.5130, -1.8036, 2.8141)
H (-1.1616, -2.0386, 3.3003)
C (0.2001, -2.8934, 0.1142)
H (-0.3064, -3.8022, 0.4581)
H (1.1116, -2.7897, 0.7125)
H (0.4863, -3.0545, -0.9325)
C (-1.5785, -1.5792, -2.2008)
H (-2.2810, -2.4255, -2.1865)
H (-0.6410, -1.9439, -2.6364)
H (-2.0079, -0.8161, -2.8561)
C (-3.1232, 0.8659, -1.0010)
H (-4.0152, 0.2260, -1.1172)
H (-2.7952, 1.1460, -2.0129)
H (-3.4207, 1.7664, -0.4612)
C (1.5490, 5.9920, -0.4471)
C (0.2299, 6.2242, -0.3154)
C (-0.6232, 6.9478, -1.3099)
C (-0.3897, 6.5851, -2.8063)
C (0.0495, 5.1723, -3.0821)
C (1.3312, 4.8229, -3.2985)
C (2.5389, 5.5984, -2.8561)
C (2.4160, 6.4808, -1.5721)
H (-0.4599, 8.0354, -1.2047)
H (0.3220, 7.3063, -3.2437)
H (-1.6860, 6.7787, -1.0693)
H (2.1402, 7.5051, -1.8593)
H (2.0827, 5.5554, 0.4074)
H (-0.2546, 6.0343, 0.6510)
H (3.4358, 6.5553, -1.1561)
H (3.3735, 4.8883, -2.7117)
H (1.5455, 3.9658, -3.9513)
H (2.8623, 6.2571, -3.6812)
H (-1.3428, 6.7495, -3.3395)
H (-0.7503, 4.4517, -3.2959)
P (0.4402, 2.6966, 0.3083)
P (1.1868, 0.7174, -2.2546)
C (1.8384, 3.0794, -0.8211)
C (2.3816, 2.0528, -1.8160)
H (2.6678, 3.4718, -0.2164)
H (1.4338, 3.9298, -1.3746)
H (2.6566, 2.5367, -2.7675)
H (3.2817, 1.5637, -1.4135)
C (2.2072, -0.6991, -2.7451)
H (1.5663, -1.5508, -3.0116)
H (2.8566, -0.9919, -1.9061)
H (2.8256, -0.4208, -3.6113)
C (0.1911, 1.3000, -3.6610)
H (0.8499, 1.8022, -4.3889)
H (-0.5821, 2.0073, -3.3236)
H (-0.2948, 0.4348, -4.1360)
C (0.8891, 3.3547, 1.9274)
H (0.1457, 3.0452, 2.6743)
H (0.9316, 4.4544, 1.9095)
H (1.8681, 2.9520, 2.2193)
C (-1.1407, 3.4292, -0.2398)
H (-1.5834, 2.8581, -1.0649)
H (-0.9904, 4.4556, -0.5881)
H (-1.8499, 3.4387, 0.6013)
C (2.7757, 0.0498, 2.7555)
C (3.1073, 0.3763, 1.3133)
C (4.2523, -0.4755, 0.8030)
O (2.0120, 0.1119, 0.4439)
H (2.5706, -1.0214, 2.8539)
H (1.9089, 0.6149, 3.1148)
H (3.6315, 0.3000, 3.3924)
H (3.3587, 1.4501, 1.2195)
H (3.9411, -1.5335, 0.8060)
H (4.5401, -0.1980, -0.2166)
H (5.1303, -0.3742, 1.4476)

## Properties
Charge   +2
2S+1   4
LUMO energy (alpha / beta)   -4.845 / -8.077 eV
Relative energy (zero: lowest compared OMol25 entry of this formula, charge and spin)   0.000 eV
Gap between HOMO and LUMO (alpha / beta)   9.14 / 5.91 eV


Molecular formula: C5H12Si2
Method: DFT, ωB97M-V/def2-TZVPD

Geometry (Å):
C (-1.8792, 0.5853, -1.1021)
C (-0.5943, 0.7108, -1.3489)
C (-0.4227, -1.2383, 0.8715)
C (1.0412, 1.5288, 1.2680)
C (2.0970, -0.7642, -0.9651)
Si (-2.2729, -0.7427, 0.3496)
Si (0.6417, 0.0858, -0.0041)
H (-2.6394, 1.2644, -1.5708)
H (-0.2360, 1.2663, -2.1606)
H (-0.0781, -1.4345, 1.8950)
H (-0.1236, -2.1677, 0.3551)
H (0.2213, 2.1811, 1.4910)
H (1.4084, 1.2044, 2.3151)
H (1.9252, 2.1229, 0.7952)
H (2.9406, -0.9764, -0.3597)
H (1.7069, -1.8448, -1.2892)
H (2.2821, -0.3938, -1.9752)
H (-2.6645, 0.2801, 1.3418)
H (-3.3538, -1.6675, 0.0933)

## Properties
2S+1   1
LUMO energy   0.936 eV
SMILES   C[Si]1(C)C=C[SiH2]C1
Relative energy (zero: lowest compared OMol25 entry of this formula, charge and spin)   0.580 eV
Gap between HOMO and LUMO   9.94 eV